Formula: C36H99N9O9
Source: the OMol25 dataset
Level of theory: wB97M-V/def2-TZVPD

Element x y z (Å)
1 H -12.31146 -9.36234 -19.69598
2 O -2.86216 -5.28774 -22.42800
3 H -13.17921 -9.47139 -17.53276
4 H -3.18963 4.32933 -18.23328
5 H -5.34636 0.79462 -16.85923
6 H -7.76512 -1.22462 -19.41868
7 C -7.10201 -6.23657 -19.87834
8 H -3.79573 -7.14105 -22.83564
9 C -7.11256 -0.11561 -13.30408
10 H -8.37942 -8.31336 -21.21608
11 H -5.71240 -1.63654 -13.79462
12 H -7.30657 -2.26498 -13.27823
13 C -6.24155 -6.32342 -24.60331
14 C -11.40985 -7.57469 -18.78308
15 C -8.57014 -2.93856 -18.43150
16 H 1.05058 1.28045 -15.19598
17 H -10.10756 -0.35048 -17.23566
18 C -6.52582 -5.40684 -13.26810
19 H -3.72800 -5.74562 -20.65483
20 N -8.70274 -7.35062 -21.20855
21 C -1.51672 2.97275 -14.10656
22 H -10.26715 -0.12947 -19.84379
23 H -11.89882 -0.94817 -16.05487
24 H -4.74826 4.33312 -18.84926
25 H -7.78630 -6.30733 -19.03660
26 H -2.92271 -6.37773 -24.14463
27 C -12.89593 0.93538 -15.77832
28 H -6.36266 -4.04621 -15.65983
29 H -2.64830 2.34398 -16.66453
30 H -3.32654 2.78590 -20.01560
31 O -7.17692 -6.14146 -23.57272
32 H -13.64603 0.58447 -15.06848
33 C -2.91578 -6.52290 -23.06536
34 C -2.99670 -3.82955 -19.05024
35 H -1.76779 -3.36209 -20.65000
36 H -9.10500 -5.09778 -13.57330
37 H -2.17307 -4.39311 -18.58020
38 O -5.41562 -0.83535 -18.01066
39 H -2.99457 -2.87886 -18.52237
40 N -10.69924 0.38030 -14.83796
41 C -11.21553 0.36935 -19.62392
42 H -6.39316 -2.26139 -16.92325
43 H -6.17472 -7.45154 -22.31942
44 H -5.74021 -5.67849 -15.88740
45 H -3.48789 3.80977 -14.07211
46 N -3.89239 -3.07208 -21.08628
47 C -4.36114 4.19041 -21.34490
48 C 0.57952 1.89288 -14.43026
49 C -7.71541 -6.23790 -21.25255
50 C -6.62965 -6.45234 -22.30765
51 H -1.52575 4.56291 -16.01883
52 H -10.49156 1.40240 -17.37017
53 H -8.37633 -3.87142 -17.89475
54 H -5.56489 -2.37186 -19.67363
55 C -6.55188 -1.49968 -13.10668
56 H -4.28546 1.53457 -10.28720
57 H -0.15158 3.82117 -23.29007
58 C -2.78846 -5.30080 -20.99990
59 H -7.65735 1.12083 -14.73872
60 H -6.23014 0.93242 -18.55414
61 H -6.66880 -5.93148 -25.52822
62 H -8.31130 -3.74336 -14.10425
63 H -3.84153 -4.46722 -18.78432
64 H -6.57928 1.94839 -13.10423
65 H -8.30653 -5.38231 -21.57681
66 H -9.37632 -2.48343 -17.83945
67 H -4.18012 3.48924 -22.15891
68 H 1.28327 2.62506 -14.02434
69 C -6.62266 -1.43759 -17.60027
70 C -4.65582 1.74302 -11.29089
71 H -11.03976 1.43460 -19.82099
72 C -6.18974 -6.32825 -11.08632
73 H -1.21504 3.92231 -19.85755
74 H -1.91756 -5.85919 -20.65399
75 H -4.12514 3.21928 -16.37268
76 H -12.74210 2.00357 -15.59148
77 C -2.74500 3.54833 -14.82882
78 O -1.56026 3.73823 -21.82181
79 H -1.87416 2.04174 -13.63396
80 H -9.63685 -8.44694 -17.86898
81 H -13.42662 1.01951 -16.73557
82 H -6.37642 -5.41868 -19.84484
83 N -7.66614 0.10472 -14.65142
84 H -10.68057 -7.52275 -16.74829
85 H -8.66613 -0.09027 -14.58490
86 H -1.89020 5.35756 -20.49749
87 H -7.67061 -6.57963 -14.55788
88 H -10.04925 -6.02205 -18.55863
89 H -6.35723 -4.33267 -13.11230
90 H -12.42855 -7.36726 -18.42349
91 C -6.09830 0.96704 -12.95537
92 H -12.81495 -8.62920 -16.06842
93 H -4.94365 2.80020 -11.29789
94 H -9.21510 -3.34468 -19.22149
95 H -4.16062 5.21044 -21.67158
96 O -0.47790 2.65234 -14.98097
97 N -10.70973 -6.39297 -19.23337
98 C -5.40477 0.57060 -17.92834
99 H -0.20694 5.25634 -22.28464
100 C -12.47743 -9.46734 -16.69176
101 N -3.78313 4.59488 -19.00905
102 H -3.86319 1.49838 -12.00306
103 C -2.75254 -3.83449 -20.58520
104 H -6.19104 -1.70355 -12.09733
105 H -5.38644 4.07693 -20.98988
106 H -6.09581 -7.38380 -24.85182
107 H -5.75006 -5.43054 -10.64966
108 H -12.00192 -8.04850 -20.81548
109 H -7.33070 -0.79915 -17.07000
110 H -11.08502 0.02290 -13.97653
111 C -7.40186 -5.51898 -14.54912
112 N -8.58928 -4.68407 -14.34100
113 H -6.83513 -2.83946 -20.58650
114 N -6.49096 -2.76502 -19.63977
115 H -5.44037 -7.06805 -11.37612
116 H -5.26856 -5.86479 -24.41855
117 C -11.62722 0.09999 -15.92982
118 H -10.67941 -8.95848 -20.27681
119 H -6.50056 -7.13533 -19.68334
120 C -6.65474 -5.09037 -15.79167
121 C -10.66829 -8.21106 -17.59991
122 H -7.84800 0.07774 -12.50765
123 C -3.41066 3.86181 -20.22557
124 H -7.29841 -5.22217 -16.65597
125 O -11.75236 0.11863 -18.35691
126 H -1.17304 3.62678 -13.29436
127 C -11.62523 -8.54618 -19.91594
128 H -3.83371 -2.05843 -21.02243
129 O -5.78061 0.93650 -11.58125
130 H -9.26520 -7.33661 -22.06026
131 H -10.47287 1.36275 -14.80614
132 H -6.89373 -6.80070 -10.40014
133 C -1.97607 4.26435 -20.57365
134 O -7.08063 -6.04341 -12.15864
135 C -3.35396 2.62928 -15.87862
136 O -11.14331 -9.48730 -17.13693
137 H -3.70900 1.67336 -15.49400
138 H -4.54981 1.09562 -18.36791
139 H -10.10206 -6.63618 -20.03700
140 H -5.78031 -5.79909 -22.05378
141 C -7.40293 -2.04508 -18.77226
142 H -12.59517 -10.35718 -16.07316
143 N -2.37108 4.81016 -15.50521
144 H -5.52802 -5.78150 -13.54749
145 H 0.55430 3.73598 -21.75186
146 H -3.85674 -3.13246 -22.10965
147 H -2.06812 5.49568 -14.82132
148 H -2.11614 -7.24884 -22.86192
149 H 0.21959 1.21296 -13.65262
150 H -11.94075 0.07653 -20.38096
151 C -0.31356 4.16784 -22.26710
152 C -10.90780 0.39763 -17.25558
153 H -5.22196 0.94062 -13.61767

Cartesian forces, eV/Å:
H 0.098 0.016 0.239
O 0.520 -0.054 -0.106
H -0.024 -0.293 -0.007
H -0.277 0.008 0.219
H -0.858 0.702 -0.172
H -0.447 0.355 0.652
C 1.360 0.302 0.264
H -0.369 0.493 0.212
C -0.013 0.525 1.248
H 0.857 0.296 0.401
H -0.100 -0.235 -0.087
H -0.038 0.073 -0.292
C -0.348 -0.420 -0.965
C -0.438 -0.785 0.710
C -1.873 -0.730 1.024
H -0.037 0.236 -0.208
H 0.494 0.349 -0.291
C 1.212 0.472 -1.563
H 0.124 -0.116 0.392
N -1.080 0.081 -1.447
C -0.949 -1.159 0.748
H 0.019 -0.321 0.320
H 0.149 -0.155 0.686
H 0.064 0.166 0.661
H -0.349 0.805 -0.179
H 0.033 0.280 0.028
C -1.064 0.594 -1.158
H -0.058 0.065 -0.311
H 0.284 0.252 0.143
H -0.531 -0.149 -0.297
O 0.354 0.039 0.116
H 0.327 -0.224 0.225
C -0.232 -1.333 -0.320
C 1.294 -1.730 0.542
H 0.064 -0.147 -0.960
H -0.115 0.383 0.096
H 0.169 0.195 -0.052
O 0.737 -0.255 -0.480
H -0.394 0.249 -0.456
N 0.255 -1.372 -0.441
C 0.189 0.534 -0.593
H 0.286 0.024 0.121
H -0.476 -0.305 0.211
H -0.038 -0.005 -0.241
H -0.040 -0.228 0.074
N 0.178 -0.111 -2.658
C 0.252 -0.432 0.058
C -0.221 0.570 0.324
C -0.168 -2.853 -0.059
C 0.188 0.667 0.210
H -0.055 0.330 -0.166
H 0.012 0.192 0.362
H 0.828 0.307 0.207
H -0.021 0.080 0.030
C 0.295 -0.385 -0.160
H -0.210 -0.254 0.003
H -0.470 0.023 -0.080
C -0.729 0.863 -1.462
H -0.019 -0.043 -0.461
H -0.402 0.466 0.872
H 0.002 0.386 0.184
H -0.031 0.061 0.106
H -0.498 0.599 -0.133
H -0.002 -0.018 -0.459
H 0.251 0.391 0.508
H 0.467 0.513 0.291
H -0.147 0.194 -0.156
H 0.338 -0.443 0.239
C -1.149 -1.034 -0.044
C -0.259 -0.151 0.122
H 0.025 0.174 0.371
C -1.259 -0.353 -0.328
H -0.434 -0.259 0.516
H 0.039 0.022 0.115
H -0.344 -0.369 0.089
H 0.617 -0.149 0.469
C 1.105 0.706 -0.215
O -0.781 -0.002 -0.191
H 0.165 -0.017 0.216
H 0.078 0.353 -0.156
H 0.009 -0.554 -0.023
H -0.371 0.240 0.704
N 0.198 0.405 0.908
H 0.098 0.196 -0.022
H 0.059 -0.241 -0.446
H -0.189 0.128 -0.577
H -0.381 0.107 -0.448
H -0.334 -0.028 0.369
H -0.104 0.074 0.382
H 0.145 0.598 0.055
C -0.434 0.794 -0.222
H 0.716 0.321 0.032
H 0.241 0.085 -0.348
H 0.744 0.492 -0.873
H -0.275 0.023 -0.096
O -0.248 -0.107 -1.096
N 0.418 0.467 -0.830
C -0.255 0.085 -0.020
H -0.122 0.082 0.193
C -0.479 -0.404 0.035
N -0.113 -0.077 -0.836
H 0.153 0.400 -0.005
C -0.709 0.777 3.326
H 0.025 0.414 0.070
H -0.080 0.129 -0.173
H 0.185 -0.136 0.453
H 0.098 0.022 -0.046
H -0.283 0.271 0.262
H 0.453 0.446 0.166
H 0.072 0.447 0.249
C 0.111 0.193 1.914
N -0.494 -0.987 -0.671
H 0.005 -0.028 0.004
N 0.378 -0.981 0.230
H 0.207 0.180 -0.066
H -0.085 0.155 0.182
C -0.672 1.703 -0.723
H 0.083 -0.250 0.339
H 0.013 -0.200 -0.669
C 0.166 -0.234 0.695
C 0.127 -0.879 0.174
H -0.383 -0.340 -0.199
C 1.536 -0.197 0.594
H 0.162 0.151 -0.133
O -0.433 -0.111 0.361
H -0.042 0.219 -0.103
C 0.485 -0.256 -1.153
H 0.535 -0.098 0.965
O 0.536 -0.679 0.095
H -0.008 0.249 0.100
H -0.313 0.106 0.319
H 0.526 0.044 0.514
C 0.994 0.330 0.173
O -0.010 0.072 -0.358
C 0.298 0.041 -0.176
O -0.252 0.931 -0.068
H -0.303 0.194 0.238
H 0.478 -0.966 -0.172
H -0.503 -0.069 0.607
H -0.074 0.338 -0.306
C 0.294 0.495 -1.845
H -0.213 -0.108 -0.217
N 0.144 -0.397 -0.224
H 0.021 -0.447 0.429
H -0.260 0.053 0.636
H -0.323 -0.491 0.117
H -0.084 0.010 0.046
H 0.555 0.597 0.294
H 0.011 0.096 0.112
H -0.104 -0.296 0.188
C 0.812 0.018 -0.618
C 0.255 -0.906 -0.245
H 0.202 -0.212 0.212

Values from the calculation:
M   802.24 g/mol
E_HOMO   -8.200 eV
Relative energy (zero: lowest compared OMol25 entry of this formula, charge and spin)   76.7 kcal per mole
SMILES   COC[C@H](C)N.COC[C@H](C)N.COC[C@H](C)N.COC[C@H](C)N.COC[C@H](C)N.COC[C@H](C)N.COC[C@H](C)N.COC[C@H](C)N.COC[C@H](C)N
DFT total energy   -70768.98177 eV